{
  "formula": "C66H173N7O24",
  "method": "ωB97M-V/def2-TZVPD",
  "symbols": ["C", "C", "C", "O", "H", "H", "H", "H", "H", "H", "H", "H", "C", "C", "C", "O", "H", "H", "H", "H", "H", "H", "H", "H", "C", "C", "C", "O", "H", "H", "H", "H", "H", "H", "H", "H", "C", "C", "C", "O", "H", "H", "H", "H", "H", "H", "H", "H", "C", "C", "C", "O", "H", "H", "H", "H", "H", "H", "H", "H", "C", "C", "C", "O", "H", "H", "H", "H", "H", "H", "H", "H", "C", "C", "C", "O", "H", "H", "H", "H", "H", "H", "H", "H", "C", "C", "C", "O", "H", "H", "H", "H", "H", "H", "H", "H", "O", "H", "H", "O", "H", "H", "C", "O", "C", "C", "N", "C", "C", "O", "C", "H", "H", "H", "H", "H", "H", "H", "H", "H", "H", "H", "H", "H", "H", "H", "C", "O", "C", "C", "N", "C", "C", "O", "C", "H", "H", "H", "H", "H", "H", "H", "H", "H", "H", "H", "H", "H", "H", "H", "C", "O", "C", "C", "N", "C", "C", "O", "C", "H", "H", "H", "H", "H", "H", "H", "H", "H", "H", "H", "H", "H", "H", "H", "C", "O", "C", "C", "N", "C", "C", "O", "C", "H", "H", "H", "H", "H", "H", "H", "H", "H", "H", "H", "H", "H", "H", "H", "C", "O", "C", "C", "N", "C", "C", "O", "C", "H", "H", "H", "H", "H", "H", "H", "H", "H", "H", "H", "H", "H", "H", "H", "C", "O", "C", "C", "N", "C", "C", "O", "C", "H", "H", "H", "H", "H", "H", "H", "H", "H", "H", "H", "H", "H", "H", "H", "C", "O", "C", "C", "N", "C", "C", "O", "C", "H", "H", "H", "H", "H", "H", "H", "H", "H", "H", "H", "H", "H", "H", "H"],
  "coordinates": [[3.903, -2.034, 7.138], [2.577, -1.942, 6.425], [1.846, -3.317, 6.492], [1.762, -0.932, 7.087], [4.535, -1.162, 6.972], [4.461, -2.840, 6.663], [3.733, -2.283, 8.185], [2.660, -1.675, 5.372], [1.874, -3.715, 7.506], [2.236, -4.193, 5.973], [0.805, -3.190, 6.197], [0.861, -0.983, 6.762], [-4.879, 3.350, -0.284], [-6.058, 3.935, -1.021], [-5.807, 3.856, -2.540], [-7.281, 3.261, -0.746], [-3.905, 3.752, -0.562], [-4.874, 2.283, -0.510], [-5.015, 3.483, 0.790], [-6.147, 5.018, -0.937], [-6.656, 4.244, -3.102], [-5.583, 2.823, -2.807], [-4.899, 4.372, -2.852], [-7.972, 3.779, -1.165], [-3.256, -0.169, -6.666], [-2.300, 0.988, -6.458], [-0.804, 0.640, -6.672], [-2.671, 2.047, -7.292], [-3.111, -0.564, -7.672], [-4.332, -0.118, -6.495], [-2.961, -0.948, -5.963], [-2.407, 1.188, -5.392], [-0.065, 1.374, -6.351], [-0.450, 0.413, -7.678], [-0.589, -0.250, -6.081], [-2.111, 2.094, -8.071], [-2.973, -6.311, -1.179], [-1.456, -6.176, -1.078], [-0.991, -5.606, 0.293], [-0.866, -7.483, -1.199], [-3.565, -5.412, -1.012], [-3.316, -7.149, -0.572], [-3.345, -6.588, -2.166], [-0.961, -5.591, -1.853], [0.053, -5.776, 0.558], [-1.598, -6.086, 1.060], [-1.147, -4.528, 0.343], [-1.138, -7.933, -0.396], [-0.362, -0.260, 4.622], [-1.521, -0.419, 5.571], [-2.644, -1.357, 5.067], [-0.927, -1.021, 6.684], [0.134, -1.185, 4.329], [0.378, 0.462, 4.967], [-0.613, 0.109, 3.627], [-1.840, 0.565, 5.916], [-2.955, -1.957, 5.922], [-2.354, -2.058, 4.285], [-3.504, -0.808, 4.684], [-1.498, -1.064, 7.455], [-1.563, -2.330, -3.311], [-2.955, -2.363, -2.754], [-3.701, -3.516, -3.405], [-2.806, -2.738, -1.396], [-1.530, -2.069, -4.369], [-0.978, -3.221, -3.080], [-1.071, -1.571, -2.702], [-3.498, -1.426, -2.876], [-3.727, -3.333, -4.479], [-4.648, -3.745, -2.915], [-3.081, -4.401, -3.268], [-2.544, -1.908, -0.991], [0.637, 2.440, 1.900], [0.115, 3.492, 0.927], [-1.275, 4.086, 1.357], [1.075, 4.514, 0.982], [1.662, 2.169, 1.648], [0.027, 1.540, 1.824], [0.536, 2.671, 2.961], [0.127, 3.144, -0.106], [-1.145, 4.855, 2.118], [-1.885, 3.271, 1.746], [-1.781, 4.542, 0.506], [0.720, 5.296, 0.554], [4.855, 4.349, -5.312], [3.809, 3.255, -5.477], [2.384, 3.672, -5.344], [3.978, 2.756, -6.769], [4.641, 5.124, -6.049], [5.868, 4.019, -5.538], [4.953, 4.750, -4.303], [3.980, 2.400, -4.824], [2.120, 4.215, -4.437], [1.770, 2.771, -5.348], [2.057, 4.423, -6.063], [3.476, 1.939, -6.800], [3.954, -2.840, -1.482], [4.781, -3.120, -1.875], [3.843, -3.413, -0.723], [3.933, -4.208, 1.375], [3.769, -5.149, 1.312], [4.394, -4.100, 2.207], [12.122, 3.126, 7.228], [10.970, 3.570, 6.593], [10.047, 2.474, 6.422], [8.814, 3.089, 5.756], [7.851, 2.018, 5.385], [6.974, 1.866, 6.538], [5.766, 1.066, 6.123], [4.912, 1.755, 5.212], [4.011, 0.832, 4.566], [12.832, 3.952, 7.187], [12.735, 2.344, 6.780], [11.865, 2.945, 8.272], [9.827, 2.041, 7.398], [10.438, 1.667, 5.803], [9.055, 3.647, 4.851], [8.432, 3.767, 6.518], [7.277, 2.278, 4.596], [6.615, 2.818, 6.927], [7.434, 1.333, 7.370], [5.153, 0.881, 7.004], [6.024, 0.026, 5.924], [3.408, 1.441, 3.892], [3.352, 0.378, 5.306], [4.486, 0.086, 3.929], [-9.941, -1.724, 2.196], [-9.483, -2.926, 1.729], [-9.983, -3.193, 0.434], [-8.754, -2.979, -0.548], [-8.469, -1.535, -0.780], [-7.256, -1.346, -1.563], [-6.795, 0.072, -1.577], [-5.668, 0.287, -2.474], [-6.136, 0.396, -3.815], [-9.685, -1.697, 3.255], [-11.027, -1.635, 2.222], [-9.511, -0.843, 1.720], [-10.898, -2.670, 0.156], [-10.284, -4.240, 0.424], [-8.907, -3.494, -1.497], [-7.895, -3.384, -0.013], [-9.241, -1.118, -1.279], [-7.418, -1.768, -2.555], [-6.380, -1.933, -1.287], [-6.329, 0.311, -0.621], [-7.590, 0.799, -1.743], [-6.512, -0.552, -4.200], [-5.354, 0.746, -4.489], [-6.987, 1.058, -3.972], [6.255, -4.534, -3.317], [6.270, -3.739, -2.117], [7.171, -2.619, -2.253], [7.085, -1.789, -0.995], [5.964, -0.876, -0.950], [5.711, -0.307, 0.363], [4.599, 0.761, 0.443], [4.792, 1.882, -0.350], [3.707, 2.837, -0.110], [5.620, -5.419, -3.342], [7.269, -4.889, -3.505], [5.969, -3.865, -4.129], [7.121, -2.050, -3.182], [8.178, -3.005, -2.408], [8.039, -1.296, -0.807], [6.961, -2.424, -0.118], [5.114, -1.352, -1.217], [6.623, 0.192, 0.691], [5.417, -1.078, 1.076], [4.691, 0.952, 1.512], [3.612, 0.301, 0.410], [2.756, 2.538, -0.549], [3.989, 3.731, -0.667], [3.675, 3.038, 0.961], [-0.574, 2.446, -3.195], [-1.001, 2.054, -1.906], [-2.263, 1.362, -1.918], [-2.553, 0.626, -0.589], [-1.465, -0.276, -0.313], [-1.541, -0.719, 1.083], [-0.451, -1.736, 1.484], [0.785, -1.027, 1.719], [1.963, -1.756, 1.974], [-1.257, 3.124, -3.707], [-0.492, 1.606, -3.885], [0.457, 2.801, -3.208], [-2.112, 0.616, -2.698], [-3.051, 2.040, -2.247], [-3.493, 0.075, -0.560], [-2.531, 1.455, 0.118], [-0.664, 0.306, -0.516], [-2.486, -1.233, 1.262], [-1.488, 0.113, 1.784], [-0.380, -2.526, 0.736], [-0.789, -2.221, 2.399], [1.847, -2.733, 2.442], [2.614, -1.144, 2.599], [2.307, -1.914, 0.952], [-5.220, 1.406, 3.376], [-4.979, 0.152, 2.881], [-6.118, -0.629, 2.622], [-5.673, -1.900, 1.860], [-4.921, -2.748, 2.804], [-4.349, -3.883, 1.976], [-3.710, -5.001, 2.833], [-2.459, -4.478, 3.221], [-1.726, -5.328, 4.021], [-5.553, 1.316, 4.410], [-5.959, 2.026, 2.869], [-4.243, 1.875, 3.253], [-6.671, -0.042, 1.888], [-6.763, -0.862, 3.469], [-5.037, -1.486, 1.078], [-6.534, -2.344, 1.359], [-4.260, -2.186, 3.320], [-3.589, -3.366, 1.390], [-5.048, -4.356, 1.286], [-3.561, -5.877, 2.202], [-4.277, -5.241, 3.733], [-2.144, -5.395, 5.026], [-0.702, -4.976, 4.148], [-1.716, -6.305, 3.538], [-1.070, 5.741, -1.858], [-0.312, 6.170, -0.682], [-0.874, 7.294, -0.047], [-0.091, 7.786, 1.116], [1.302, 8.034, 0.779], [2.329, 7.937, 1.883], [3.691, 8.557, 1.504], [4.540, 7.721, 0.699], [5.867, 8.259, 0.613], [-2.113, 5.528, -1.625], [-0.553, 4.833, -2.169], [-1.088, 6.505, -2.634], [-1.885, 7.089, 0.303], [-1.072, 8.071, -0.786], [-0.163, 7.057, 1.923], [-0.400, 8.798, 1.376], [1.500, 7.354, 0.060], [2.337, 6.910, 2.248], [2.024, 8.437, 2.801], [4.179, 8.725, 2.464], [3.646, 9.555, 1.068], [6.484, 8.184, 1.509], [5.828, 9.319, 0.363], [6.491, 7.728, -0.106], [2.044, -1.055, -3.612], [2.230, -1.744, -4.901], [2.969, -2.984, -4.735], [2.217, -4.119, -4.067], [0.863, -4.326, -4.564], [0.908, -4.953, -5.893], [-0.491, -5.017, -6.531], [-1.001, -3.726, -6.832], [-2.229, -3.793, -7.584], [1.294, -0.269, -3.700], [2.915, -0.576, -3.164], [1.528, -1.773, -2.975], [3.873, -2.647, -4.227], [3.298, -3.379, -5.697], [2.031, -3.788, -3.045], [2.769, -5.059, -4.042], [0.469, -3.412, -4.735], [1.304, -5.968, -5.885], [1.493, -4.271, -6.510], [-1.147, -5.636, -5.919], [-0.416, -5.612, -7.441], [-2.981, -4.309, -6.986], [-2.025, -4.288, -8.533], [-2.558, -2.816, -7.935]],
  "forces_ev_per_a": [[0.245, -0.132, -0.838], [-1.445, -0.532, 0.577], [-0.168, 0.098, 0.580], [1.617, -0.732, -0.219], [-0.319, 0.148, 0.499], [0.052, -0.301, 0.139], [0.178, 0.268, 0.000], [0.342, 0.107, -0.159], [-0.289, 0.472, 0.424], [0.488, 0.494, -0.804], [-0.062, -0.040, 0.010], [-0.467, -0.090, -0.020], [-0.758, -0.370, 0.622], [0.581, 0.834, -2.498], [0.582, -0.796, 0.054], [0.402, 0.029, 0.671], [-0.218, 0.244, -0.180], [0.109, -0.145, 0.120], [0.138, -0.111, 0.102], [-0.197, 0.189, 1.192], [0.016, -0.075, -0.081], [-0.454, -0.213, -0.139], [-0.052, 0.502, 0.171], [-0.143, -0.033, 0.012], [0.770, -1.578, -0.262], [0.601, -0.586, -0.379], [-0.031, -0.845, 0.548], [-0.598, 1.292, 0.156], [-0.093, -0.139, -0.122], [0.080, 1.110, -0.025], [0.225, -0.358, -0.033], [0.029, 1.084, 0.074], [-0.524, 0.521, 0.370], [-0.728, -0.164, -0.409], [0.142, -0.184, 0.014], [0.132, -0.186, 0.136], [-0.415, 0.132, -0.746], [1.052, -0.099, 0.974], [-0.792, 0.177, -0.382], [-0.186, 0.091, -0.244], [0.362, 0.204, 0.693], [0.027, 0.194, 0.531], [0.627, -0.199, -0.414], [-0.480, 0.052, -0.285], [0.089, -0.247, -0.514], [-0.060, 0.100, 0.261], [-0.290, -0.020, 0.046], [0.075, -0.377, 0.062], [0.270, 0.659, -1.461], [-0.069, -0.556, -0.679], [-0.113, 0.694, 0.167], [0.911, -0.856, 1.337], [0.012, -0.344, 0.652], [0.081, -0.184, 0.366], [-0.594, 0.256, 0.157], [-0.607, 0.139, -0.478], [-0.255, -0.010, -0.051], [0.463, 0.041, 0.030], [-0.030, 0.129, 0.058], [-0.191, 0.098, -0.077], [0.657, 1.263, 0.288], [-0.081, -2.159, -0.459], [0.449, -0.023, 0.026], [-0.840, 0.416, 0.544], [0.191, -0.066, -0.097], [-0.489, -0.362, -0.306], [0.395, 0.441, -0.363], [-0.004, 0.214, 0.090], [-0.614, -0.100, -0.065], [-0.274, 0.309, -0.376], [0.084, -0.094, -0.009], [0.630, 0.135, 0.670], [-0.850, -0.822, -0.419], [-0.299, 0.869, 1.189], [0.676, -0.987, -0.642], [1.136, 0.765, 0.475], [-0.063, 0.045, 0.153], [0.113, -0.234, -0.333], [0.250, 0.714, -0.051], [-0.554, -0.535, 0.096], [0.144, -0.172, 0.131], [-0.264, 0.091, 0.080], [-0.054, -0.082, 0.033], [-0.077, -0.074, -0.385], [0.224, 0.004, 0.046], [0.828, 0.131, 0.536], [-1.088, 0.974, 0.935], [0.295, -0.551, -1.415], [-0.105, 0.279, 0.210], [-0.141, -0.487, -0.199], [-0.555, 0.156, -0.008], [0.240, 0.239, 0.695], [0.414, -0.302, 0.644], [-0.307, 0.119, -0.341], [0.188, -0.469, -0.722], [0.000, -0.142, -0.349], [-1.539, 0.499, 0.034], [0.617, -0.539, -0.131], [0.007, -0.120, 0.448], [-0.099, 0.097, -0.231], [-0.072, -0.298, -0.049], [0.186, 0.125, 0.197], [1.017, 1.361, 0.718], [-0.585, -1.387, -0.981], [0.056, 1.109, -0.717], [0.090, -1.062, -0.371], [0.714, 0.947, 1.507], [-1.174, -0.719, -0.933], [-1.153, -0.212, 1.718], [0.736, -1.327, -0.910], [-0.185, 1.266, 0.129], [-0.104, 0.352, 0.335], [-0.760, -0.735, -0.286], [0.414, -0.487, 0.214], [-0.248, -0.005, 0.206], [0.359, 0.082, -0.174], [0.440, 0.026, 0.190], [-0.467, 0.351, -0.265], [0.013, 0.272, -0.045], [0.021, 0.331, 0.055], [0.309, -0.046, -0.101], [-0.149, 0.338, 0.599], [0.318, 0.029, -1.347], [-0.126, 0.059, 0.083], [0.010, -0.161, 0.037], [0.475, -0.174, 0.272], [-0.224, 1.295, 1.973], [-0.645, -0.638, -0.797], [1.972, -0.798, -1.046], [-1.277, 1.029, 0.567], [0.402, -0.878, 0.944], [-0.042, -0.889, -0.903], [1.442, 0.789, 0.193], [-1.410, 0.184, -0.628], [-0.029, -0.386, -0.441], [0.284, 0.191, 0.107], [-0.317, -0.102, -0.455], [0.086, -0.033, -0.318], [0.173, 0.642, 0.136], [0.256, -0.237, -0.141], [0.012, -0.329, -0.158], [-0.036, -0.209, -0.218], [-0.100, 0.066, -0.063], [-0.117, 0.384, -0.710], [-0.238, -0.311, 1.007], [-0.424, -0.009, 0.316], [-0.020, 0.076, -0.235], [0.275, -0.380, 0.020], [0.280, -0.067, 0.325], [-0.052, 0.511, 0.578], [0.786, 0.765, -0.249], [0.199, -0.310, -1.048], [0.799, -0.643, 0.369], [-0.438, 0.064, 0.761], [-0.173, 1.097, -0.603], [0.060, 0.772, -1.216], [0.841, -1.481, 0.976], [-1.271, 0.535, -0.013], [1.608, -0.176, -0.683], [-0.332, 0.355, 0.818], [0.177, -0.015, -0.102], [-0.070, -0.185, -0.317], [-1.279, 0.283, -0.095], [0.334, -0.445, 0.652], [-0.010, 0.444, -0.308], [0.372, -0.950, 0.046], [-0.023, -0.129, -0.139], [0.171, -0.142, 0.214], [0.081, -0.261, 0.484], [-0.167, 0.945, 0.500], [-0.381, -0.030, -0.861], [-0.121, -0.522, 0.355], [0.123, 0.113, 0.292], [-0.394, 0.143, -0.076], [0.087, -0.817, -0.534], [-0.074, 0.243, 0.590], [0.331, -0.972, -0.992], [0.669, 1.635, -0.802], [-0.285, -0.352, 0.238], [1.283, -0.699, 0.023], [0.240, 0.824, 0.174], [-1.771, 0.340, 0.441], [-0.452, -0.200, -1.224], [-0.081, 0.452, 0.261], [-0.310, -0.640, 0.039], [-0.193, 0.518, 0.671], [-0.483, -0.357, -0.264], [-0.231, 0.046, 0.254], [-0.281, 0.404, -0.282], [-0.571, 0.026, 0.735], [0.825, -0.425, 0.401], [-0.297, 0.087, -0.215], [-0.148, 0.203, 0.091], [0.352, 0.066, -0.330], [0.067, -0.107, 0.301], [-0.415, -0.050, 0.187], [0.128, 0.068, -0.249], [1.196, -0.357, 0.288], [0.480, 0.753, 0.676], [0.305, -1.698, -0.408], [-0.376, -0.323, -1.984], [0.521, 1.672, 1.876], [-1.922, -1.841, -1.846], [0.725, 0.779, 1.879], [0.183, 1.560, -0.714], [0.167, 1.073, -0.326], [0.306, -0.576, 0.367], [0.193, 0.401, 0.392], [-0.256, -0.256, -0.567], [-0.138, 0.554, 0.598], [-0.753, 0.035, 0.007], [0.249, 0.091, 0.423], [0.364, -0.155, -0.506], [0.016, -0.465, 0.484], [0.422, -0.273, -0.417], [0.462, -0.790, -0.535], [-0.541, 0.505, 0.249], [-0.031, -0.351, 0.029], [-0.413, -0.095, -0.096], [-0.234, -0.250, 0.203], [-0.005, 0.183, -0.298], [0.251, -0.438, 0.277], [0.913, 0.114, 1.077], [-0.676, 0.015, -0.952], [-1.408, 0.517, -0.840], [1.438, 0.728, 0.611], [1.194, -0.157, -0.110], [-0.819, 0.057, -1.290], [0.424, -0.910, 0.636], [0.310, 0.271, 0.252], [-0.187, 0.039, -0.017], [-0.070, -0.167, 0.363], [-0.250, 0.184, -0.207], [0.369, 0.113, -0.019], [-0.264, -0.486, 0.273], [0.534, 0.365, -0.265], [-0.288, 0.075, 0.444], [-1.086, -0.379, 0.559], [0.839, -0.033, -0.047], [0.846, -0.398, -0.286], [-0.490, 0.700, -0.340], [0.344, -0.119, 0.284], [-0.613, 0.011, -0.351], [-0.524, -0.106, 0.732], [0.005, 0.128, -0.257], [-0.660, -0.116, -0.448], [-1.121, -0.933, -0.873], [-0.053, 0.080, 0.805], [0.586, 0.779, -0.452], [-1.037, 1.236, 1.667], [0.189, -1.168, -0.855], [-1.347, 1.233, -0.298], [0.559, -0.445, -0.177], [-0.505, 0.095, -0.036], [1.122, -0.144, -0.037], [0.023, 0.120, -0.763], [0.412, -0.605, -0.159], [0.572, 0.093, 0.626], [0.204, -0.708, 0.445], [-0.166, 0.733, -0.504], [0.516, -0.379, 0.364], [0.123, 0.101, -0.107], [-0.205, 0.289, 0.158], [0.199, 0.101, 0.227], [0.351, -0.486, -0.673], [-0.415, 0.386, 0.547], [0.195, 0.092, -0.513], [-0.245, 0.020, -0.225], [-0.119, -0.687, 0.028], [0.126, 0.255, 0.820]],
  "orbital_gap_ha": 0.3052,
  "total_energy_ev": -130804.433,
  "total_charge": 0,
  "e_above_lowest_ev": 2.9946,
  "multiplicity": 1,
  "homo_energy_ev": -8.115
}